[1]
The following is a DFT calculation (wB97M-V/def2-TZVPD) of a cluster of 3 separate species, C4H14NO in total in a non-equilibrium geometry.

CARTESIAN COORDINATES (ANGSTROEM)
C (-2.606, -0.927, -0.645)
C (-2.018, 0.390, -1.283)
C (-0.593, 0.332, -1.307)
C (0.274, 1.414, -0.823)
N (3.871, -0.206, 2.242)
H (-3.679, -0.900, -0.802)
H (-2.246, -1.790, -1.206)
H (-2.566, 0.653, -2.192)
H (-2.294, 1.191, -0.597)
H (0.086, -0.753, 0.279)
H (-0.104, -0.213, -2.125)
H (1.118, 0.945, -0.293)
H (-0.274, 2.030, -0.129)
H (0.587, 1.920, -1.742)
H (-2.342, -0.997, 0.402)
H (2.914, -0.114, 2.547)
H (4.339, 0.648, 2.527)
H (4.337, -0.952, 2.737)
H (0.646, -1.804, 1.308)
O (0.550, -0.868, 1.103)

Results
* largest force on an atom: 0.090 Eh/bohr
* HOMO-LUMO gap: 4.94 eV
* HOMO level: -12.4 eV
* net charge: +1
* energy relative to the best compared isomer or geometry (same formula, charge and spin): 91.89 kcal/mol

[2]
The following is a DFT calculation (wB97M-V/def2-TZVPD) of a cluster of 2 separate species, C4H14NO in total in a non-equilibrium geometry.

CARTESIAN COORDINATES (ANGSTROEM)
C (0.228, -0.576, -2.007)
C (0.516, -1.064, -0.543)
N (-0.999, -1.240, 0.178)
C (-1.127, -0.401, 1.374)
C (-1.204, 1.107, 1.056)
H (1.048, -0.727, -2.787)
H (-0.149, 0.386, -1.822)
H (-0.535, -1.185, -2.594)
H (1.269, -1.806, -0.147)
H (0.871, -0.136, 0.033)
H (-1.117, -2.284, 0.538)
H (-1.618, -0.975, -0.546)
H (-0.585, -0.735, 2.258)
H (-2.221, -0.484, 1.856)
H (-1.386, 1.347, 0.037)
H (-1.945, 1.771, 1.447)
H (-0.214, 1.469, 1.014)
H (3.685, 1.406, 0.328)
H (2.681, 2.512, 0.044)
O (2.801, 1.614, 0.283)

Results
* largest force on an atom: 0.115 Eh/bohr
* HOMO-LUMO gap: 11.78 eV
* HOMO level: -14.9 eV
* net charge: +1
* energy relative to the best compared isomer or geometry (same formula, charge and spin): 69.01 kcal/mol

[3]
The following is a DFT calculation (wB97M-V/def2-TZVPD) of a cluster of 2 separate species, C4H14NO in total in a non-equilibrium geometry.

CARTESIAN COORDINATES (ANGSTROEM)
C (0.657, -0.666, -0.067)
C (-0.050, 0.679, -0.348)
C (0.780, 1.940, 0.096)
C (-0.437, 0.835, -1.806)
N (0.664, -0.923, 1.386)
H (0.075, -1.397, -0.633)
H (1.686, -0.535, -0.424)
H (-0.862, 0.774, 0.398)
H (0.286, 2.753, -0.433)
H (0.899, 2.292, 1.123)
H (1.742, 1.890, -0.416)
H (0.439, 0.335, -2.282)
H (-0.568, 1.771, -2.327)
H (-1.270, 0.127, -1.915)
H (1.348, -1.569, 1.789)
H (0.965, -0.076, 1.887)
H (-0.330, -1.026, 1.655)
H (-2.706, -2.217, 0.433)
H (-1.392, -2.890, 0.929)
O (-1.925, -2.096, 0.957)

Results
* largest force on an atom: 0.074 Eh/bohr
* HOMO-LUMO gap: 11.65 eV
* HOMO level: -15.1 eV
* net charge: +1
* energy relative to the best compared isomer or geometry (same formula, charge and spin): 29.35 kcal/mol

[4]
The following is a DFT calculation (wB97M-V/def2-TZVPD) of a cluster of 2 separate species, C4H14NO in total in a non-equilibrium geometry.

CARTESIAN COORDINATES (ANGSTROEM)
C (-0.006, -0.337, 1.163)
C (-1.289, -0.169, 0.364)
C (-1.286, -1.232, -0.778)
C (-0.276, -1.071, -1.943)
N (1.289, -0.014, 0.674)
H (0.088, -1.421, 1.481)
H (-0.144, 0.366, 2.083)
H (-1.259, 0.892, -0.067)
H (-2.148, -0.350, 1.087)
H (-2.354, -1.391, -1.094)
H (-0.924, -2.174, -0.281)
H (0.799, -1.265, -1.788)
H (-0.617, -1.648, -2.845)
H (-0.350, -0.029, -2.376)
H (1.281, -0.534, -0.203)
H (1.384, 1.010, 0.469)
H (2.036, -0.281, 1.321)
H (2.034, 3.406, 0.825)
H (0.528, 3.338, 1.244)
O (1.213, 2.903, 0.663)

Results
* <S²>: 0.75
* 2S+1: 2
* largest force on an atom: 0.095 Eh/bohr
* HOMO-LUMO gap (spin up / spin down): 12.46 / 4.39 eV
* HOMO level (spin up / spin down): -19.6 / -19.6 eV
* net charge: +2
* energy relative to the best compared isomer or geometry (same formula, charge and spin): 35.89 kcal/mol

[5]
The following is a DFT calculation (wB97M-V/def2-TZVPD) of a cluster of 2 separate species, C4H14NO2 in total in a non-equilibrium geometry.

CARTESIAN COORDINATES (ANGSTROEM)
C (-0.940, -2.195, -0.341)
C (0.044, -1.311, 0.379)
C (0.315, 0.075, -0.275)
C (-0.923, 0.861, -0.634)
O (1.057, 0.729, 0.752)
N (-0.441, -1.055, 1.779)
H (-0.681, -2.290, -1.391)
H (-1.936, -1.738, -0.391)
H (-1.124, -3.159, 0.138)
H (1.033, -1.736, 0.482)
H (0.905, -0.169, -1.161)
H (-1.594, 0.177, -1.161)
H (-0.778, 1.765, -1.189)
H (-1.503, 1.063, 0.272)
H (1.532, 1.448, 0.316)
H (0.125, -0.350, 2.279)
H (-0.453, -1.890, 2.359)
H (-1.371, -0.655, 1.774)
H (2.593, 3.011, -1.853)
H (2.187, 4.167, -0.960)
O (1.953, 3.254, -1.175)

Results
* largest force on an atom: 0.037 Eh/bohr
* HOMO-LUMO gap: 11.52 eV
* HOMO level: -14.7 eV
* net charge: +1
* energy relative to the best compared isomer or geometry (same formula, charge and spin): 15.79 kcal/mol

[6]
The following is a DFT calculation (wB97M-V/def2-TZVPD) of a cluster of 2 separate species, C4H14NO2 in total in a non-equilibrium geometry.

CARTESIAN COORDINATES (ANGSTROEM)
O (0.283, -1.114, -1.961)
C (-0.601, -1.591, -0.972)
C (-0.007, -1.210, 0.387)
N (0.184, 0.371, 0.272)
C (1.257, 0.969, 1.082)
C (-0.761, -1.433, 1.681)
H (-0.044, -0.882, -2.932)
H (-0.584, -2.753, -0.904)
H (-1.587, -1.096, -0.968)
H (1.018, -1.605, 0.634)
H (0.364, 0.677, -0.800)
H (-0.741, 0.822, 0.447)
H (1.732, 1.886, 0.831)
H (2.130, 0.282, 1.039)
H (0.970, 1.026, 2.169)
H (-1.071, -2.431, 1.895)
H (-0.278, -0.884, 2.571)
H (-1.882, -1.111, 1.671)
H (-0.037, 3.670, 0.268)
H (-0.890, 3.489, -1.107)
O (-0.247, 3.102, -0.513)

Results
* largest force on an atom: 0.070 Eh/bohr
* HOMO-LUMO gap: 11.96 eV
* HOMO level: -14.9 eV
* net charge: +1
* energy relative to the best compared isomer or geometry (same formula, charge and spin): 53.22 kcal/mol

[7]
The following is a DFT calculation (wB97M-V/def2-TZVPD) of a cluster of 2 separate species, C4H14NO2 in total in a non-equilibrium geometry.

CARTESIAN COORDINATES (ANGSTROEM)
C (1.383, 0.288, 0.231)
C (0.616, -0.401, 1.367)
C (-0.763, -0.935, 0.981)
C (-1.819, 0.168, 0.795)
O (-1.796, 1.095, 1.877)
N (1.425, -0.551, -1.001)
H (0.956, 1.254, -0.026)
H (2.386, 0.460, 0.614)
H (0.450, 0.299, 2.181)
H (1.210, -1.257, 1.696)
H (-0.875, -1.562, 0.081)
H (-1.146, -1.618, 1.743)
H (-2.792, -0.316, 0.723)
H (-1.600, 0.774, -0.085)
H (-2.463, 0.839, 2.521)
H (0.681, -1.254, -0.984)
H (1.158, 0.035, -1.828)
H (2.321, -1.003, -1.155)
H (-0.330, 0.980, -3.751)
H (0.648, 1.805, -2.909)
O (0.348, 0.900, -3.070)

Results
* largest force on an atom: 0.026 Eh/bohr
* HOMO-LUMO gap: 10.49 eV
* HOMO level: -13.7 eV
* net charge: +1
* energy relative to the best compared isomer or geometry (same formula, charge and spin): 22.96 kcal/mol

[8]
The following is a DFT calculation (wB97M-V/def2-TZVPD) of a cluster of 3 separate species, C4H14NO2 in total in a non-equilibrium geometry.

CARTESIAN COORDINATES (ANGSTROEM)
C (-1.102, 0.173, -0.400)
N (-0.008, 0.124, 0.704)
C (1.293, -0.101, 0.052)
C (1.045, 0.261, -1.416)
C (-0.375, -0.238, -1.658)
H (-1.947, -0.424, -0.068)
H (-1.443, 1.204, -0.423)
H (-0.248, -0.730, 1.198)
H (-0.077, 0.976, 1.261)
H (1.627, -1.123, 0.198)
H (2.102, 0.512, 0.448)
H (1.052, 1.344, -1.603)
H (1.819, -0.023, -2.127)
H (-0.371, -1.315, -1.825)
H (-0.878, 0.248, -2.494)
H (-0.706, -3.037, 0.989)
H (0.389, -3.956, 0.900)
O (0.177, -3.071, 0.559)
H (-0.433, 3.733, 1.704)
H (-1.141, 2.597, 2.431)
O (-0.775, 2.847, 1.568)

Results
* largest force on an atom: 0.044 Eh/bohr
* HOMO-LUMO gap: 12.53 eV
* HOMO level: -15.6 eV
* net charge: +1
* energy relative to the best compared isomer or geometry (same formula, charge and spin): 14.27 kcal/mol

[9]
The following is a DFT calculation (wB97M-V/def2-TZVPD) of a cluster of 3 separate species, C4H14NO2 in total in a non-equilibrium geometry.

CARTESIAN COORDINATES (ANGSTROEM)
C (0.252, 3.781, 2.096)
C (-0.506, 2.462, 1.998)
C (0.304, 1.639, 0.995)
C (0.178, 0.336, 0.679)
N (1.459, -0.542, 0.401)
H (0.218, 4.447, 1.109)
H (1.233, 3.588, 2.500)
H (-0.215, 4.445, 2.856)
H (-1.648, 2.540, 1.710)
H (-0.439, 2.051, 3.077)
H (0.869, 2.314, 0.270)
H (-0.636, -0.356, 0.658)
H (2.132, 0.200, 0.072)
H (2.044, -0.818, 1.306)
H (1.372, -1.365, -0.371)
H (-0.238, -3.283, -1.835)
H (1.031, -2.796, -2.341)
O (0.333, -2.514, -1.683)
H (-2.355, -2.826, -3.474)
H (-2.486, -4.397, -3.285)
O (-1.891, -3.645, -3.275)

Results
* largest force on an atom: 0.062 Eh/bohr
* HOMO-LUMO gap: 9.67 eV
* HOMO level: -13.6 eV
* net charge: +1
* energy relative to the best compared isomer or geometry (same formula, charge and spin): 84.89 kcal/mol

[10]
The following is a DFT calculation (wB97M-V/def2-TZVPD) of a cluster of 3 separate species, C4H14NO2 in total in a non-equilibrium geometry.

CARTESIAN COORDINATES (ANGSTROEM)
C (-0.607, -1.775, 0.356)
O (0.646, -2.365, 0.057)
C (-0.561, -0.563, 1.167)
C (-1.792, 0.074, 1.618)
C (-1.983, 1.507, 1.066)
N (0.963, 0.539, -0.808)
H (-1.180, -2.578, 0.846)
H (-1.128, -1.538, -0.581)
H (0.976, -2.775, 0.885)
H (0.316, -0.326, 1.772)
H (-1.705, 0.103, 2.713)
H (-2.661, -0.505, 1.301)
H (-2.709, 2.125, 1.584)
H (-2.267, 1.452, 0.016)
H (-1.041, 2.058, 1.059)
H (1.587, 1.155, -1.291)
H (1.159, 0.410, 0.167)
H (0.791, -0.303, -1.314)
H (3.888, 1.675, -4.031)
H (3.953, 0.483, -3.134)
O (3.355, 1.148, -3.447)

Results
* largest force on an atom: 0.036 Eh/bohr
* HOMO-LUMO gap: 7.16 eV
* HOMO level: -13.9 eV
* net charge: +1
* energy relative to the best compared isomer or geometry (same formula, charge and spin): 93.57 kcal/mol

[11]
The following is a DFT calculation (wB97M-V/def2-TZVPD) of a cluster of 3 separate species, C4H14NO2 in total.

CARTESIAN COORDINATES (ANGSTROEM)
C (1.574, 0.082, -1.878)
C (0.822, -1.018, -1.130)
C (-0.561, -0.598, -0.710)
C (-1.711, -0.703, -1.337)
N (-0.586, 0.021, 0.651)
H (2.480, -0.355, -2.274)
H (0.991, 0.438, -2.724)
H (1.876, 0.901, -1.232)
H (0.782, -1.927, -1.727)
H (1.334, -1.331, -0.214)
H (-1.687, -1.163, -2.311)
H (-2.649, -0.333, -0.957)
H (-1.523, -0.003, 1.044)
H (-0.250, 0.997, 0.682)
H (0.091, -0.454, 1.289)
H (0.798, -2.255, 2.857)
H (1.613, -0.958, 3.059)
O (1.018, -1.412, 2.451)
H (-1.664, 3.024, 0.620)
H (-0.273, 3.747, 0.609)
O (-0.760, 2.995, 0.952)

Results
* largest force on an atom: 0.018 Eh/bohr
* HOMO-LUMO gap: 11.28 eV
* HOMO level: -14.3 eV
* net charge: +1
* energy relative to the best compared isomer or geometry (same formula, charge and spin): 20.65 kcal/mol

[12]
The following is a DFT calculation (wB97M-V/def2-TZVPD) of a cluster of 3 separate species, C4H14NO2 in total in a non-equilibrium geometry.

CARTESIAN COORDINATES (ANGSTROEM)
C (0.820, 0.164, 0.071)
C (2.302, 0.360, 0.280)
C (2.543, 1.712, -0.123)
C (1.772, 2.753, -0.032)
N (0.367, -1.106, 0.959)
H (0.371, 0.014, -0.937)
H (0.291, 1.010, 0.677)
H (2.759, -0.350, -0.428)
H (2.836, 0.200, 1.242)
H (3.464, 1.851, -0.686)
H (2.096, 3.751, 0.463)
H (0.789, 2.824, -0.465)
H (0.992, -1.052, 1.831)
H (0.211, -1.935, 0.462)
H (-0.641, -0.833, 1.280)
H (-4.832, -1.640, -1.480)
H (-3.840, -2.428, -2.606)
O (-3.964, -1.653, -1.932)
H (-3.003, -1.401, 1.231)
H (-2.858, -1.296, -0.347)
O (-2.475, -0.944, 0.542)

Results
* largest force on an atom: 0.104 Eh/bohr
* HOMO-LUMO gap: 8.58 eV
* HOMO level: -11.8 eV
* net charge: +1
* energy relative to the best compared isomer or geometry (same formula, charge and spin): 102.18 kcal/mol